# C3H14N2O3

A cluster of 4 separate species, C3H14N2O3 in total (ωB97M-V/def2-TZVPD, OMol25).

Output
DFT total energy: -12460.043 eV
strongest force on any atom: 1.71 eV Å⁻¹
HOMO level: -7.395 eV
ΔE to the lowest compared entry with this formula, charge and spin: 107.6 kJ/mol
orbital gap: 8.049 eV

Geometry (Å):
C -0.60378 -1.45282 0.33716
O -1.71307 2.76750 2.23008
C -0.03653 -2.72471 0.98751
N -0.38163 0.14978 -1.50189
O 1.09300 2.88943 -1.54815
H 2.11202 -0.02059 -0.85798
H -1.33096 3.56935 2.60079
C -0.02497 -1.00607 -0.77505
H 0.79410 -1.56126 -1.19100
H -0.53884 -2.86604 1.93791
H 1.08175 1.93647 -1.68633
H -1.55506 -0.81238 2.01222
N -1.69006 -0.89732 1.02110
H -0.11717 -3.57234 0.31226
H -0.35907 0.08465 -2.50012
H 1.90975 3.17363 -1.13645
H 3.11459 -0.81976 -1.89639
O 2.94179 -0.06514 -1.33725
H -2.01511 -0.03304 0.61565
H 0.99785 -2.48797 1.25408
H -1.00688 0.84916 -1.14781
H -2.67175 2.89945 2.26968

These are the natural (NBO) partial charges, in e, on atoms 1 to 8:
1 C 0.13
2 O -0.94
3 C -0.64
4 N -0.88
5 O -0.97
6 H 0.49
7 H 0.47
8 C -0.15

# C3H14N3O2

A cluster of 3 separate species, C3H14N3O2 in total (ωB97M-V/def2-TZVPD, OMol25).

Output
net charge: +1
DFT total energy: -11897.643 eV
strongest force on any atom: 2.25 eV Å⁻¹
HOMO level: -14.077 eV
ΔE to the lowest compared entry with this formula, charge and spin: 94.3 kJ/mol
orbital gap: 11.224 eV

Geometry (Å):
N 2.06891 0.63318 -0.41664
O -2.77523 -0.33030 0.02344
O 1.00404 2.85370 0.78074
H 2.87116 0.02705 -0.25078
H 1.05560 3.58709 0.15273
H -1.22820 -0.37683 1.10293
H -3.26921 0.16115 -0.65255
H 2.28615 1.63152 -0.55346
C 0.90042 0.05096 -0.64163
H -1.06076 0.31118 -1.09748
H 1.55282 3.17060 1.51470
N 0.79738 -1.27730 -0.41534
N -0.13766 0.65104 -1.27166
H -1.71912 -1.91800 1.81319
H -1.18979 -2.15777 -0.61214
C -0.90920 -1.37202 1.33553
C -0.38916 -2.05997 0.12704
H 1.64075 -1.67446 -0.01481
H -3.31557 -0.13261 0.80683
H 0.01756 -1.24357 1.91238
H 0.08498 -3.03056 0.35738
H -0.09012 1.65996 -1.16125

These are the natural (NBO) partial charges, in e, on atoms 1 to 8:
1 N -0.75
2 O -0.96
3 O -0.96
4 H 0.42
5 H 0.48
6 H 0.23
7 H 0.48
8 H 0.44

# C3H14N3S

A cluster of 2 separate species, C3H14N3S in total (ωB97M-V/def2-TZVPD, OMol25).

Output
net charge: +1
DFT total energy: -18637.383 eV
strongest force on any atom: 0.85 eV Å⁻¹
HOMO level: -12.340 eV
ΔE to the lowest compared entry with this formula, charge and spin: 9.2 kJ/mol
orbital gap: 9.232 eV

Geometry (Å):
H 0.20769 2.19578 -0.14595
H -0.37580 0.54281 0.24313
H -0.48242 -2.12360 2.36115
S 2.08651 -2.85563 1.80332
H 0.17061 -0.53499 2.78950
H 0.88992 0.90937 -0.91130
N -0.47690 2.07714 -2.86795
N -1.12154 -0.46235 1.15839
H -1.83132 -0.07619 1.77190
C -0.97344 1.41102 -1.71858
H -0.01281 2.95621 -2.65842
H 1.71200 -0.62334 0.95237
H 0.14641 1.52857 -3.44809
H -1.62562 -1.13015 0.58154
H -1.22455 0.37611 -1.94384
N 0.01066 1.28522 -0.55484
C 1.10337 -1.52762 1.06864
H -1.84666 1.93012 -1.33088
C -0.09176 -1.18554 1.95964
H 0.74334 -1.79295 0.07063
H 2.99232 -2.89998 0.81965

These are the natural (NBO) partial charges, in e, on atoms 1 to 8:
1 H 0.42
2 H 0.45
3 H 0.21
4 S 0.02
5 H 0.22
6 H 0.41
7 N -0.81
8 N -0.83

# C3H14NO2

A cluster of 3 separate species, C3H14NO2 in total (ωB97M-V/def2-TZVPD, OMol25).

Output
net charge: +1
DFT total energy: -8917.277 eV
strongest force on any atom: 4.46 eV Å⁻¹
HOMO level: -15.748 eV
ΔE to the lowest compared entry with this formula, charge and spin: 49.1 kJ/mol
orbital gap: 12.746 eV

Geometry (Å):
C 1.55322 0.64248 0.62741
H 0.98695 -1.95473 1.17365
H 0.65332 -2.53711 -0.48998
H -0.58959 0.62809 -1.11953
N -0.52403 -0.16182 -0.45858
C 0.99895 -0.33582 -0.25543
H 1.34837 -0.24524 -1.28391
O -1.49847 -0.62855 1.98649
H -1.91872 -1.44140 2.29073
H -0.90764 2.95836 -1.89713
H 2.29530 -2.15447 -0.01563
H -0.94607 -0.23616 2.67526
H 2.64798 0.50438 0.74925
O -1.17596 2.06852 -2.14360
H -1.02380 -0.22945 0.50847
H 1.37505 1.69396 0.30725
H -0.84982 -0.94235 -1.02355
H 1.13664 0.57185 1.61840
C 1.26896 -1.82058 0.10255
H -2.10453 1.99888 -1.89799

These are the natural (NBO) partial charges, in e, on atoms 1 to 8:
1 C -0.64
2 H 0.21
3 H 0.22
4 H 0.46
5 N -0.75
6 C -0.04
7 H 0.21
8 O -0.96

# C3H14NO2S

A cluster of 3 separate species, C3H14NO2S in total (ωB97M-V/def2-TZVPD, OMol25).

Output
net charge: +1
DFT total energy: -19752.555 eV
strongest force on any atom: 1.29 eV Å⁻¹
HOMO level: -13.013 eV
ΔE to the lowest compared entry with this formula, charge and spin: 23.7 kJ/mol
orbital gap: 10.121 eV

Geometry (Å):
N 0.17722 0.52008 0.54370
O -1.67557 2.43850 -0.32685
H 1.01386 0.01953 3.47891
H 1.73945 -0.67719 -0.06889
H 0.74869 0.89865 1.30427
H 1.15395 1.56694 3.75723
H 0.13361 1.09036 -0.30619
H -2.53548 2.57413 0.07973
H -0.80105 0.49718 0.83501
H 0.69009 -2.83610 1.10457
H -0.27420 -1.73933 1.96298
H -1.08916 -1.57562 -0.63806
S -0.10501 -0.24177 -2.41316
O 0.59610 0.88167 3.38023
C -0.06350 -1.40549 -0.99424
H -1.64387 3.03114 -1.08595
C 0.69030 -0.84175 0.18888
H 1.53167 -1.58564 2.01211
C 0.65827 -1.78519 1.39278
H 0.16903 -1.12567 -3.37430
H 0.31150 -2.34936 -1.36910

These are the natural (NBO) partial charges, in e, on atoms 1 to 8:
1 N -0.68
2 O -0.99
3 H 0.49
4 H 0.22
5 H 0.47
6 H 0.50
7 H 0.46
8 H 0.49

# C3H14NO3S

A cluster of 4 separate species, C3H14NO3S in total (ωB97M-V/def2-TZVPD, OMol25).

Output
net charge: -1
DFT total energy: -21806.757 eV
strongest force on any atom: 3.60 eV Å⁻¹
HOMO level: -3.746 eV
ΔE to the lowest compared entry with this formula, charge and spin: 152.3 kJ/mol
orbital gap: 7.334 eV

Geometry (Å):
H -0.60574 0.32715 -2.18287
C 0.01812 -0.78252 -0.41342
O -2.77147 2.54645 -0.88929
C 0.27844 0.20430 -1.49068
N 1.10707 -0.82524 0.48036
H 0.81302 -1.54782 1.18961
H -1.30297 -1.41221 1.10547
H -0.10776 -1.72800 -1.03899
H -1.96802 -0.79731 -0.54377
O 3.55824 -0.98936 -1.58580
H -2.40154 2.20444 -0.07938
H 3.43527 -1.58247 -2.31072
H -0.50200 -0.13856 2.87974
H 0.93617 0.17234 1.04770
H -2.57030 3.47704 -0.90577
C -1.23154 -0.60127 0.35901
O 0.23043 -0.39324 3.43283
H 2.72782 -0.89106 -1.17100
H 0.38524 1.21366 -1.08470
H 1.19202 0.09298 -2.06249
S -1.52074 0.98553 1.37341
H 0.30024 0.46515 3.89076

These are the natural (NBO) partial charges, in e, on atoms 1 to 8:
1 H 0.21
2 C -0.10
3 O -0.99
4 C -0.62
5 N -0.88
6 H 0.36
7 H 0.19
8 H 0.16

# C3H14NO4

A cluster of 4 separate species, C3H14NO4 in total (ωB97M-V/def2-TZVPD, OMol25).

Output
net charge: -1
DFT total energy: -13018.924 eV
strongest force on any atom: 2.06 eV Å⁻¹
HOMO level: -4.606 eV
ΔE to the lowest compared entry with this formula, charge and spin: 95.8 kJ/mol
orbital gap: 8.528 eV

Geometry (Å):
N 0.89549 -1.11473 -1.21139
H 0.93099 -1.54078 -0.28050
H -0.15233 1.49554 -1.15428
C -0.37179 -0.53243 -1.65085
H 0.44150 -0.21229 2.88490
O -0.26329 0.22664 3.40945
H -0.31084 -1.98201 2.36068
H -0.11645 -1.01938 -3.75292
H -1.24138 0.22805 -3.48780
H -0.86678 0.57100 2.73812
H 1.55020 -0.33278 -1.06781
C -0.80259 0.68976 -0.79985
H 0.43482 0.62281 -3.33975
O 0.19414 -1.55986 1.64660
H 0.67731 1.36020 0.94329
H -1.18256 -1.29772 -1.54407
O -0.86532 0.38034 0.56097
H 1.39859 1.44727 -0.37400
C -0.28047 -0.13006 -3.13268
O 1.29610 1.93592 0.44129
H -1.82608 0.98074 -1.00414
H -0.39249 -0.77974 1.11244

These are the natural (NBO) partial charges, in e, on atoms 1 to 8:
1 N -0.87
2 H 0.41
3 H 0.12
4 C -0.07
5 H 0.50
6 O -1.01
7 H 0.46
8 H 0.20

# C3H14NO4

A structure of composition C3H14NO4 (ωB97M-V/def2-TZVPD, OMol25).

Output
net charge: -1
DFT total energy: -13018.263 eV
strongest force on any atom: 2.26 eV Å⁻¹
HOMO level: -4.804 eV
ΔE to the lowest compared entry with this formula, charge and spin: 159.6 kJ/mol
orbital gap: 8.741 eV

Geometry (Å):
H 0.45520 2.63927 1.58961
H -1.84526 -1.73750 -2.06641
H -0.12787 -1.32886 2.47619
H 0.66630 -0.88255 -0.84861
H 1.01005 -0.76030 1.19330
O -0.46166 2.15123 -1.26418
O -0.73598 0.34461 1.43324
H -1.65458 -1.97568 0.43578
H 0.25459 2.32238 -0.39873
H 2.16096 1.57155 0.59508
H -1.39412 2.35385 -1.18669
H -0.12864 -2.99899 0.69473
H -0.70930 -0.44582 -2.51284
C -0.06882 -0.88361 1.45633
H -1.86849 -0.38881 -1.09127
N -0.06570 -1.58043 -0.88744
O 2.71675 0.68346 0.54369
C -1.14463 -0.98192 -1.68596
O 0.83723 2.37126 0.75603
H 3.12578 0.68006 -0.32649
C -0.52696 -1.99897 0.46166
H -0.49485 0.84578 0.63296

These are the natural (NBO) partial charges, in e, on atoms 1 to 8:
1 H 0.46
2 H 0.15
3 H 0.14
4 H 0.37
5 H 0.20
6 O -1.13
7 O -0.76
8 H 0.17

# C3H14NO4

A cluster of 4 separate species, C3H14NO4 in total (ωB97M-V/def2-TZVPD, OMol25).

Output
net charge: -1
DFT total energy: -13019.123 eV
strongest force on any atom: 2.87 eV Å⁻¹
HOMO level: -4.290 eV
ΔE to the lowest compared entry with this formula, charge and spin: 76.7 kJ/mol
orbital gap: 8.214 eV

Geometry (Å):
H 0.01855 2.15914 0.90816
H 0.45011 -1.92399 -1.59499
H -3.45979 -0.20336 1.19403
H 1.58607 0.14531 -0.21770
O 0.08393 1.95567 -1.93826
C 1.20224 -0.56415 0.51603
H 1.47771 -0.42008 1.55844
N 1.40016 -2.20603 -1.41374
O 0.21845 3.11289 1.17437
H -0.17039 2.81787 -1.57947
H -0.68558 3.40233 1.41845
H 0.99902 -2.67972 0.62314
H 2.10983 -1.68432 -1.88493
O -3.69595 -0.09506 0.23893
C -0.42351 -0.41992 0.52303
H -2.89039 0.39107 -0.04199
H -0.63544 -0.95185 1.47605
C 1.58769 -1.96590 0.03561
H -0.26982 1.37869 -1.21654
H 2.66301 -2.13023 0.19650
O -0.80753 0.86162 0.42228
H -0.75837 -0.97999 -0.39739

These are the natural (NBO) partial charges, in e, on atoms 1 to 8:
1 H 0.51
2 H 0.36
3 H 0.46
4 H 0.20
5 O -1.00
6 C -0.46
7 H 0.19
8 N -0.85

# C3H14NP4

A structure of composition C3H14NP4 (ωB97M-V/def2-TZVPD, OMol25).

Output
net charge: +1
DFT total energy: -41972.272 eV
strongest force on any atom: 3.97 eV Å⁻¹
HOMO level: -12.203 eV
ΔE to the lowest compared entry with this formula, charge and spin: 6.7 kJ/mol
orbital gap: 9.001 eV

Geometry (Å):
H 0.78881 1.90742 2.30880
P -1.90687 -1.26249 0.09765
H 0.82092 -0.19262 -2.31574
P -0.39461 1.38492 1.79536
H 0.75877 -1.57960 -1.20591
H -2.75485 -1.32266 -1.16614
H -1.58142 1.25299 -1.98616
C 0.19361 -0.87394 -1.80783
P 2.02227 1.03557 0.14412
C -0.54448 -0.13080 -0.73470
H 2.80915 0.14076 -0.57853
C 0.58808 0.08100 0.71527
P 0.65911 -1.65142 1.26655
H 2.78444 1.01175 1.33798
H 1.96908 -1.68219 1.39488
H -2.62894 -0.03219 0.44080
H -0.70891 0.65852 2.86051
H -0.54318 -1.48936 -2.43626
H -0.25104 1.71300 -1.48033
H -1.14913 1.55107 -0.17049
N -1.01002 1.16695 -1.10904
H 0.07919 -1.68668 2.62920

These are the natural (NBO) partial charges, in e, on atoms 1 to 8:
1 H 0.02
2 P 0.34
3 H 0.22
4 P 0.33
5 H 0.25
6 H 0.02
7 H 0.46
8 C -0.70

# C3H14O3S2

A cluster of 4 separate species, C3H14O3S2 in total (ωB97M-V/def2-TZVPD, OMol25).

Output
DFT total energy: -31149.981 eV
strongest force on any atom: 3.66 eV Å⁻¹
HOMO level: -7.992 eV
ΔE to the lowest compared entry with this formula, charge and spin: 143.4 kJ/mol
orbital gap: 8.470 eV

Geometry (Å):
H -1.18874 1.91271 2.98576
H 0.98841 2.08089 1.39186
H 1.09916 -3.14088 1.35479
C 1.06885 1.37647 0.56764
S -0.33844 -1.63458 0.51703
H 2.09483 -2.19863 0.24044
O -4.91182 0.27326 -2.19299
S -0.08745 -0.45894 -1.16910
H 1.27053 0.40123 1.04997
H -1.74229 0.50872 2.82197
O -1.97915 1.47827 2.63133
H 0.95666 -3.50228 -0.32493
H 1.96128 1.63916 -0.00468
H -1.18344 1.14428 0.28469
C -0.20987 1.15506 -0.36843
H -0.25058 1.99568 -1.11602
H -4.11328 0.39290 -2.75992
C 1.07950 -2.66100 0.32704
H -5.60604 0.19259 -2.77654
H 3.78554 0.05473 -1.72511
O 3.36761 -0.12032 -0.92750
H 3.93873 -0.88934 -0.80728

These are the natural (NBO) partial charges, in e, on atoms 1 to 8:
1 H 0.47
2 H 0.20
3 H 0.22
4 C -0.63
5 S 0.10
6 H 0.23
7 O -0.93
8 S 0.09